Entry 1:
DFT (ωB97M-V with the def2-TZVPD basis set) results for 2 unconnected molecules or ions with the total composition C4H12NS2.

Summary:
Molar mass   138.3 g/mol
Strongest force on any atom   3.4 eV Å⁻¹
Total charge   +1
Multiplicity   1
ΔE to the lowest compared entry with this formula, charge and spin   352.4 kJ/mol
HOMO-LUMO gap (alpha / beta)   7.554 / 7.549 eV
E_tot   -1010.36125 Eh
HOMO energy (alpha / beta)   -12.58 / -13.02 eV

XYZ file:
```
19
C4H12NS2, DFT ωB97M-V with the def2-TZVPD basis set
C -2.21 -0.82 0.01
C -0.03 -1.61 -0.93
C -0.73 0.71 -1.38
C -0.86 -0.45 -0.47
N 0.04 0.12 0.98
S 3.69 2.88 1.68
S 2.73 1.80 0.37
H -1.91 -1.58 0.74
H -3.00 -1.32 -0.59
H -2.79 -0.06 0.60
H 0.20 -2.43 -0.31
H 0.95 -1.14 -1.16
H -0.46 -2.02 -1.87
H 0.23 0.93 -1.77
H -1.39 1.47 -1.04
H -0.28 0.97 1.46
H 0.97 0.41 0.73
H 0.04 -0.63 1.81
H 4.84 2.79 1.15
```

***

Entry 2:
DFT (ωB97M-V with the def2-TZVPD basis set) results for a molecular structure, C28H74N6O3P2Si2.

Summary:
Molar mass   661.1 g/mol
Strongest force on any atom   10.0 eV Å⁻¹
Total charge   0
Multiplicity   1
HOMO-LUMO gap   6.175 eV
E_tot   -2926.68551 Eh
HOMO energy   -8.00 eV

XYZ file:
```
115
C28H74N6O3P2Si2, DFT ωB97M-V with the def2-TZVPD basis set
C 6.05 3.30 -0.58
C 4.78 3.39 -1.62
C 3.93 1.96 -1.74
C 2.50 2.37 -2.48
C 1.29 1.29 -2.24
C 0.62 1.30 -0.75
C -0.47 2.50 -0.48
C 0.16 3.92 0.04
C 0.34 4.02 1.69
C 1.92 4.32 2.14
C 2.75 2.94 1.85
C 4.09 2.72 2.76
C 3.64 2.08 4.20
Si 3.64 0.15 4.27
O 5.29 -0.52 4.47
Si 5.18 -2.27 4.27
C 6.79 -3.22 4.81
C 7.67 -3.66 3.48
C 6.80 -4.86 2.70
H 6.84 4.12 -0.93
H 5.76 3.61 0.53
H 6.60 2.27 -0.56
H 4.04 4.20 -1.17
H 5.13 3.80 -2.67
H 4.58 1.22 -2.42
H 3.79 1.42 -0.71
H 2.23 3.49 -2.22
H 2.73 2.36 -3.65
H 0.44 1.43 -3.04
H 1.76 0.21 -2.42
H 1.49 1.24 0.03
H 0.02 0.28 -0.65
H -1.26 2.11 0.32
H -1.00 2.71 -1.52
H 1.17 4.24 -0.47
H -0.63 4.76 -0.24
H -0.28 4.92 2.14
H -0.02 3.03 2.22
H 1.99 4.72 3.24
H 2.31 5.15 1.38
H 2.00 2.04 2.12
H 2.92 2.87 0.70
H 4.67 3.73 2.89
H 4.75 1.90 2.20
H 2.58 2.49 4.46
H 4.40 2.47 5.01
H 2.90 -0.50 3.19
H 2.93 -0.21 5.52
H 4.99 -2.59 2.84
H 4.03 -2.76 5.06
H 6.42 -4.22 5.34
H 7.41 -2.64 5.62
H 7.90 -2.76 2.77
H 8.68 -4.15 3.88
H 6.28 -5.57 3.50
H 5.98 -4.39 2.00
H 7.51 -5.55 2.04
O -2.25 0.53 -3.41
P -3.46 1.16 -4.16
N -4.54 0.78 -2.89
C -5.90 0.29 -3.00
C -4.50 1.79 -1.82
N -3.37 -0.14 -5.36
C -4.27 -1.30 -5.41
C -2.02 -0.76 -5.48
N -4.84 1.88 -5.02
C -5.75 1.29 -5.99
C -4.30 3.10 -5.67
H -6.60 1.06 -3.33
H -6.27 -0.07 -2.02
H -5.99 -0.58 -3.65
H -4.92 2.73 -2.17
H -3.47 1.97 -1.50
H -5.05 1.47 -0.93
H -4.28 -1.85 -4.46
H -3.97 -2.00 -6.19
H -5.29 -1.07 -5.70
H -1.83 -1.46 -4.65
H -1.22 -0.01 -5.49
H -1.91 -1.33 -6.41
H -5.24 0.91 -6.88
H -6.47 2.04 -6.34
H -6.38 0.52 -5.56
H -3.59 2.84 -6.46
H -3.79 3.73 -4.93
H -5.10 3.72 -6.11
O -2.56 -1.56 3.97
P -2.89 -2.05 2.54
N -3.59 -3.50 3.13
C -3.47 -4.84 2.57
C -4.99 -3.31 3.54
N -1.16 -2.25 2.21
C -0.44 -3.53 2.21
C -0.29 -1.38 3.05
N -3.28 -2.62 0.90
C -2.47 -3.38 -0.05
C -3.73 -1.42 0.16
H -4.04 -4.97 1.65
H -3.84 -5.59 3.28
H -2.43 -5.13 2.40
H -5.62 -3.12 2.67
H -5.07 -2.45 4.22
H -5.38 -4.18 4.08
H -0.57 -4.07 3.16
H 0.63 -3.37 2.05
H -0.70 -4.19 1.39
H -0.18 -1.78 4.07
H -0.68 -0.36 3.12
H 0.72 -1.28 2.63
H -1.54 -2.87 -0.31
H -3.03 -3.54 -0.99
H -2.27 -4.40 0.28
H -2.90 -0.72 0.02
H -4.52 -0.91 0.71
H -4.14 -1.67 -0.83
```

***

Entry 3:
DFT (ωB97M-V with the def2-TZVPD basis set) results for a molecular structure, C4HCdLiO4.

Summary:
Molar mass   232.4 g/mol
Strongest force on any atom   2.8 eV Å⁻¹
Total charge   +2
Multiplicity   1
ΔE to the lowest compared entry with this formula, charge and spin   9.4 kJ/mol
HOMO-LUMO gap   5.185 eV
E_tot   -628.47621 Eh
HOMO energy   -17.42 eV

XYZ file:
```
11
C4HCdLiO4, DFT ωB97M-V with the def2-TZVPD basis set
O -1.41 2.94 0.25
C -0.86 3.92 0.15
C -0.78 -0.37 -0.37
C -0.75 -1.70 -0.26
H -1.50 -2.47 -0.11
Li -2.24 0.97 0.27
O 0.62 -2.18 -0.03
C 1.31 -1.10 0.09
O 2.35 -0.85 0.70
O 0.64 -0.06 -0.41
Cd 2.63 0.89 -0.28
```

***

Entry 4:
DFT (ωB97M-V with the def2-TZVPD basis set) results for 2 unconnected molecules or ions with the total composition C4H9N4O.

Summary:
Molar mass   129.1 g/mol
Strongest force on any atom   4.7 eV Å⁻¹
Total charge   +1
Multiplicity   1
ΔE to the lowest compared entry with this formula, charge and spin   288.0 kJ/mol
HOMO-LUMO gap   10.400 eV
E_tot   -451.74608 Eh
HOMO energy   -13.93 eV

XYZ file:
```
18
C4H9N4O, DFT ωB97M-V with the def2-TZVPD basis set
C 0.00 0.14 -0.92
C -1.92 -0.63 0.08
C -1.55 0.76 0.46
C 2.06 -1.88 0.47
N -0.85 -0.90 -0.87
N -0.45 1.16 -0.28
N 1.58 -0.72 0.24
N 0.43 2.14 0.25
O -2.80 -1.36 0.37
H 0.81 0.10 -1.68
H -2.42 1.34 0.04
H -1.37 0.98 1.55
H 3.06 -2.31 0.67
H 1.40 -2.59 0.05
H -0.75 -1.77 -1.35
H 2.09 0.13 0.53
H -0.11 2.67 0.86
H 0.78 2.73 -0.48
```

***

Entry 5:
DFT (ωB97M-V with the def2-TZVPD basis set) results for 2 unconnected molecules or ions with the total composition H4S4.

Summary:
Molar mass   132.3 g/mol
Strongest force on any atom   0.9 eV Å⁻¹
Total charge   0
Multiplicity   1
ΔE to the lowest compared entry with this formula, charge and spin   21.4 kJ/mol
HOMO-LUMO gap   9.750 eV
E_tot   -1595.11836 Eh
HOMO energy   -9.66 eV

XYZ file:
```
8
H4S4, DFT ωB97M-V with the def2-TZVPD basis set
S 1.38 0.39 -5.61
S 1.54 1.12 -3.65
H 0.48 1.16 -6.26
H 0.74 0.27 -2.99
S 1.54 2.39 2.59
S -0.19 2.55 3.76
H 2.44 2.65 3.56
H -0.49 3.86 3.84
```

***

Entry 6:
DFT (ωB97M-V with the def2-TZVPD basis set) results for 2 unconnected molecules or ions with the total composition H5NOSi2.

Summary:
Molar mass   91.2 g/mol
Strongest force on any atom   5.0 eV Å⁻¹
Total charge   0
Multiplicity   1
ΔE to the lowest compared entry with this formula, charge and spin   422.6 kJ/mol
HOMO-LUMO gap   8.303 eV
E_tot   -711.89541 Eh
HOMO energy   -9.48 eV

XYZ file:
```
9
H5NOSi2, DFT ωB97M-V with the def2-TZVPD basis set
N -0.48 0.38 0.71
O 1.61 0.19 -1.77
Si -0.03 -0.86 1.70
Si 0.12 0.46 -1.74
H 0.12 1.13 0.86
H 1.21 -0.92 2.27
H -1.32 -1.74 1.87
H -0.25 1.86 -1.84
H -0.99 -0.50 -2.05
```

***

Entry 7:
DFT (ωB97M-V with the def2-TZVPD basis set) results for 2 unconnected molecules or ions with the total composition C6H13OP.

Summary:
Molar mass   132.1 g/mol
Strongest force on any atom   5.0 eV Å⁻¹
Total charge   0
Multiplicity   1
ΔE to the lowest compared entry with this formula, charge and spin   198.3 kJ/mol
HOMO-LUMO gap   8.874 eV
E_tot   -652.90305 Eh
HOMO energy   -8.97 eV

XYZ file:
```
21
C6H13OP, DFT ωB97M-V with the def2-TZVPD basis set
C 1.20 0.27 -1.55
C 0.59 0.15 -0.21
C 2.08 0.54 -0.38
C 0.15 -1.13 0.52
C 2.36 2.05 -0.09
C -3.25 -1.51 0.98
O -3.42 0.68 -0.51
P -2.62 0.23 0.58
H 1.66 -0.51 -2.26
H 0.80 1.09 -2.17
H 0.02 0.98 0.10
H 2.79 -0.09 0.07
H -0.68 -1.69 0.06
H 0.16 -0.97 1.59
H 0.91 -1.95 0.26
H 3.34 2.37 -0.39
H 2.29 2.10 0.98
H 1.67 2.76 -0.43
H -3.89 -1.33 1.77
H -3.84 -1.84 0.02
H -2.33 -2.19 1.07
```

***

Entry 8:
DFT (ωB97M-V with the def2-TZVPD basis set) results for 7 unconnected molecules or ions with the total composition C11H27BrN7O17P2.

Summary:
Molar mass   671.2 g/mol
Strongest force on any atom   2.0 eV Å⁻¹
Total charge   -1
Multiplicity   1
HOMO-LUMO gap   5.368 eV
E_tot   -5353.93355 Eh
HOMO energy   -4.27 eV

XYZ file:
```
65
C11H27BrN7O17P2, DFT ωB97M-V with the def2-TZVPD basis set
O 2.21 -0.53 3.09
C 2.28 -0.92 1.98
N 2.32 -1.31 0.85
P 0.88 -0.66 -0.22
P 2.23 0.43 -1.67
O 3.11 -0.71 -2.51
Br 3.69 1.52 -0.32
O 0.78 -2.07 -1.16
C -0.46 -2.11 -1.89
C -1.35 -1.06 -1.28
C -2.52 -0.47 -2.14
C -2.49 1.02 -2.01
O -2.53 1.75 -2.99
O -0.48 0.04 -1.08
H 0.02 -1.28 0.74
H 0.96 0.58 0.53
H 3.81 -0.23 -2.97
H -0.85 -3.12 -1.97
H -0.16 -1.83 -2.91
H -1.83 -1.46 -0.39
H -2.51 -0.79 -3.19
H -3.48 -0.81 -1.74
H -2.48 1.48 -1.02
C 4.11 5.69 2.39
N 4.23 4.61 1.37
O 4.51 3.50 1.76
O 4.03 4.93 0.22
H 4.31 5.26 3.36
H 4.84 6.46 2.13
H 3.10 6.08 2.33
C -4.41 -3.46 1.66
N -3.76 -3.22 0.34
O -3.83 -2.11 -0.14
O -3.19 -4.16 -0.16
H -4.87 -2.53 1.98
H -5.15 -4.24 1.52
H -3.63 -3.76 2.35
C 3.32 2.90 5.35
N 3.25 4.16 6.14
O 4.17 4.95 6.03
O 2.28 4.32 6.85
H 4.24 2.91 4.77
H 3.31 2.08 6.05
H 2.45 2.88 4.70
C -4.96 -7.50 3.22
N -5.16 -6.17 3.87
O -4.31 -5.32 3.70
O -6.17 -6.03 4.53
H -4.02 -7.47 2.67
H -4.93 -8.24 4.01
H -5.80 -7.66 2.56
C 3.69 -2.01 -5.59
N 5.08 -1.54 -5.34
O 5.73 -1.13 -6.28
O 5.47 -1.61 -4.19
H 3.48 -1.90 -6.64
H 3.64 -3.05 -5.28
H 3.03 -1.41 -4.97
C -2.70 4.64 -3.59
N -2.92 5.92 -2.86
O -2.08 6.79 -2.96
O -3.94 6.01 -2.20
H -1.77 4.71 -4.13
H -2.67 3.83 -2.87
H -3.54 4.51 -4.27
```

***

Entry 9:
DFT (ωB97M-V with the def2-TZVPD basis set) results for 6 unconnected molecules or ions with the total composition C24H63N3O11.

Summary:
Molar mass   569.8 g/mol
Strongest force on any atom   11.1 eV Å⁻¹
Total charge   0
Multiplicity   1
ΔE to the lowest compared entry with this formula, charge and spin   77.8 kJ/mol
HOMO-LUMO gap   8.772 eV
E_tot   -1943.72940 Eh
HOMO energy   -8.40 eV

XYZ file:
```
101
C24H63N3O11, DFT ωB97M-V with the def2-TZVPD basis set
C 13.55 -0.32 29.93
O 14.85 0.02 30.26
C 15.64 0.42 29.20
C 15.14 1.84 28.92
N 15.83 2.50 27.87
C 15.53 3.93 27.84
C 16.68 4.59 27.10
O 16.60 5.68 26.53
C 16.80 6.80 27.37
H 13.58 -0.98 29.08
H 12.99 0.49 29.46
H 12.97 -0.77 30.73
H 15.66 -0.13 28.30
H 16.63 0.49 29.58
H 15.41 2.41 29.82
H 14.09 2.02 28.74
H 15.47 2.12 26.98
H 15.56 4.30 28.85
H 14.52 4.18 27.34
H 16.96 3.92 26.25
H 17.59 4.49 27.72
H 15.94 6.95 28.10
H 16.74 7.56 26.67
H 17.78 6.83 27.86
C 13.82 6.85 25.40
O 13.11 7.92 26.00
C 11.83 7.58 26.43
C 11.37 8.69 27.29
N 9.96 8.56 27.66
C 9.61 9.46 28.73
C 8.12 9.72 28.68
O 7.59 10.62 29.35
C 7.55 10.44 30.80
H 14.86 7.00 25.28
H 13.35 6.54 24.45
H 13.75 5.98 26.00
H 11.68 6.61 26.99
H 11.23 7.54 25.54
H 11.52 9.68 26.85
H 12.00 8.68 28.18
H 9.70 7.62 28.00
H 10.17 10.37 28.59
H 9.94 9.10 29.69
H 7.67 8.76 28.96
H 7.83 9.87 27.66
H 6.72 11.06 31.19
H 8.51 10.93 31.21
H 7.42 9.39 31.14
C 12.37 3.93 31.02
O 11.48 4.47 30.05
C 11.93 4.17 28.73
C 10.71 4.32 27.94
N 10.90 4.14 26.52
C 9.68 4.48 25.78
C 9.84 4.35 24.32
O 8.87 4.60 23.64
C 8.95 4.10 22.36
H 12.14 4.33 31.96
H 13.36 4.17 30.74
H 12.24 2.88 31.06
H 12.24 3.16 28.63
H 12.76 4.82 28.42
H 10.26 5.33 28.22
H 9.95 3.61 28.31
H 11.05 3.16 26.48
H 9.45 5.52 26.08
H 8.88 3.89 26.16
H 10.30 3.40 24.11
H 10.54 5.08 24.08
H 8.83 3.03 22.36
H 9.74 4.45 21.82
H 8.06 4.46 21.82
C 13.71 7.10 29.69
C 12.83 7.58 30.71
O 11.52 7.17 30.57
H 14.65 7.67 29.75
H 13.42 7.30 28.72
H 14.01 6.06 29.76
H 12.83 8.67 30.63
H 13.22 7.27 31.66
H 11.37 6.25 30.46
C 8.22 5.78 30.24
C 7.60 4.49 30.39
O 7.88 3.92 31.72
O 7.94 6.31 28.94
H 9.27 5.74 30.34
H 7.83 6.48 31.04
H 8.10 3.82 29.69
H 6.58 4.48 30.12
H 7.01 3.66 32.04
H 7.10 6.72 28.94
C 13.56 11.13 28.46
C 14.18 10.74 27.22
O 14.74 9.48 27.41
O 12.82 12.31 28.28
H 14.23 11.20 29.22
H 12.94 10.33 28.89
H 14.94 11.43 26.81
H 13.50 10.57 26.40
H 14.14 8.82 26.98
H 12.23 12.23 27.54
```

***

Entry 10:
DFT (ωB97M-V with the def2-TZVPD basis set) results for 6 unconnected molecules or ions with the total composition H12O5S2.

Summary:
Molar mass   156.2 g/mol
Strongest force on any atom   0.6 eV Å⁻¹
Total charge   0
Multiplicity   1
ΔE to the lowest compared entry with this formula, charge and spin   73.0 kJ/mol
HOMO-LUMO gap   9.238 eV
E_tot   -1179.74954 Eh
HOMO energy   -8.97 eV

XYZ file:
```
19
H12O5S2, DFT ωB97M-V with the def2-TZVPD basis set
S -0.38 1.32 2.46
S -0.94 2.95 3.63
H 0.40 0.62 3.31
H 0.29 3.40 3.92
H 1.61 -1.21 -2.30
H 2.36 -2.53 -1.98
O 1.52 -2.05 -1.85
H -0.28 -5.64 -2.44
H 0.19 -5.39 -1.00
O -0.58 -5.34 -1.58
H 1.60 0.97 -3.64
H 2.91 0.26 -4.06
O 2.42 0.59 -3.30
H -1.27 -2.55 -0.92
H -0.17 -1.53 -0.79
O -1.13 -1.61 -0.78
H -1.45 0.69 -2.61
H -0.05 0.35 -2.13
O -0.53 0.68 -2.90
```

***

Entry 11:
DFT (ωB97M-V with the def2-TZVPD basis set) results for 3 unconnected molecules or ions with the total composition C19H23ClN3O7.

Summary:
Molar mass   440.9 g/mol
Strongest force on any atom   0.6 eV Å⁻¹
Total charge   -1
Multiplicity   1
HOMO-LUMO gap   6.928 eV
E_tot   -1888.83308 Eh
HOMO energy   -5.40 eV

XYZ file:
```
53
C19H23ClN3O7, DFT ωB97M-V with the def2-TZVPD basis set
C 5.15 3.51 0.39
O 5.72 2.46 -0.37
C 4.97 2.05 -1.50
C 3.97 0.96 -1.18
C 4.63 -0.37 -0.84
C 3.63 -1.47 -0.49
N 2.72 -1.08 0.60
C 1.31 -1.16 0.26
Cl 0.38 -0.63 1.72
C 0.97 -0.28 -0.99
O 0.81 0.93 -0.83
O 0.91 -0.96 -2.05
H 4.80 3.14 1.36
H 4.30 3.96 -0.13
H 5.90 4.29 0.55
H 5.70 1.70 -2.24
H 4.46 2.91 -1.94
H 3.31 0.83 -2.04
H 3.32 1.27 -0.35
H 5.33 -0.24 0.00
H 5.22 -0.71 -1.71
H 3.05 -1.74 -1.38
H 4.19 -2.37 -0.18
H 2.88 -1.68 1.40
H 0.96 -2.18 0.09
C -1.38 1.35 -2.91
C -1.41 2.51 -2.14
C -2.55 3.31 -2.12
C -3.64 2.92 -2.87
C -3.64 1.78 -3.64
C -2.50 0.99 -3.66
N -4.85 3.76 -2.85
O -4.83 4.78 -2.18
O -5.81 3.40 -3.51
H -0.50 0.73 -2.89
H -0.54 2.76 -1.54
H -2.59 4.21 -1.52
H -4.52 1.51 -4.22
H -2.48 0.09 -4.25
C -4.34 -2.47 5.09
C -3.27 -1.84 4.46
C -2.56 -2.49 3.46
C -2.95 -3.77 3.12
C -4.01 -4.42 3.73
C -4.70 -3.76 4.73
N -2.21 -4.48 2.05
O -1.30 -3.89 1.52
O -2.57 -5.62 1.78
H -4.89 -1.95 5.86
H -2.99 -0.83 4.74
H -1.73 -2.00 2.97
H -4.27 -5.42 3.43
H -5.53 -4.25 5.22
```

***

Entry 12:
DFT (ωB97M-V with the def2-TZVPD basis set) results for 2 unconnected molecules or ions with the total composition C18H14ClFO4S2.

Summary:
Molar mass   412.9 g/mol
Strongest force on any atom   1.7 eV Å⁻¹
Total charge   0
Multiplicity   1
ΔE to the lowest compared entry with this formula, charge and spin   39.6 kJ/mol
HOMO-LUMO gap   6.176 eV
E_tot   -2351.54566 Eh
HOMO energy   -8.03 eV

XYZ file:
```
40
C18H14ClFO4S2, DFT ωB97M-V with the def2-TZVPD basis set
Cl 4.01 -0.14 1.29
C 2.30 -0.14 1.49
C 1.62 -1.36 1.67
C 0.26 -1.35 1.93
C -0.47 -0.13 1.97
C -1.91 -0.16 2.08
C -2.78 1.07 1.94
C -4.17 0.55 1.46
C -3.95 -0.93 1.29
C -2.67 -1.29 1.66
C 0.22 1.08 1.69
C 1.60 1.08 1.46
H 2.18 -2.29 1.67
H -0.27 -2.29 2.05
H -2.86 1.67 2.84
H -2.35 1.69 1.16
H -4.94 0.77 2.22
H -4.48 1.04 0.51
H -4.71 -1.59 0.90
H -2.25 -2.28 1.54
H -0.33 2.02 1.58
H 2.13 2.01 1.30
F -1.41 1.36 4.43
C -2.04 0.20 4.69
S -3.57 0.40 5.59
O -3.61 1.72 6.20
O -4.67 -0.10 4.80
C -3.31 -0.74 6.96
C -2.08 -1.35 6.99
C -1.73 -2.20 8.04
C -2.67 -2.48 9.03
C -3.93 -1.86 9.00
C -4.25 -0.97 7.97
S -0.96 -0.92 5.64
O -0.70 -2.11 4.85
O 0.11 -0.15 6.25
H -0.74 -2.66 8.07
H -2.43 -3.18 9.84
H -4.68 -2.09 9.77
H -5.21 -0.47 7.93
```